This record from the Open Molecules 2025 dataset describes a cluster of 2 separate species, C3H8S2 in total. The level of theory is the ωB97M-V functional and the def2-TZVPD basis.

```
13
Properties=species:S:1:pos:R:3:lowdin_charge:R:1
C -2.2377 1.8890 -0.4883 -0.082
C -3.3276 2.1979 0.1901 -0.085
H -2.0396 2.2907 -1.4732 0.045
H -1.4550 1.2634 -0.0726 0.036
H -4.1077 2.7995 -0.2575 0.041
H -3.6001 1.8427 1.1791 0.045
C 1.4788 -1.7544 0.5421 -0.496
S 3.2416 -1.7114 0.9091 0.332
S 4.1500 -1.1176 -0.8111 0.283
H 1.0307 -1.9361 1.5281 0.029
H 1.2551 -2.6033 -0.0999 0.027
H 1.1005 -0.8281 0.1144 0.025
H 4.5110 -2.3323 -1.2603 -0.201
```

**SMILES**: C=C.CSS
**E_LUMO**: 0.68 eV
**Energy relative to the best compared isomer or geometry (same formula, charge and spin)**: 1.217 eV

=====

This record from the Open Molecules 2025 dataset describes a cluster of 2 separate species, C4H8O2 in total at a distorted geometry. The level of theory is the ωB97M-V functional and the def2-TZVPD basis.

```
14
Properties=species:S:1:pos:R:3:lowdin_charge:R:1
O -0.0248 1.9765 -1.6046 0.031
C 0.0466 1.2388 -0.4546 -0.475
C -0.3803 1.8451 0.8329 -0.017
O -1.1299 0.8382 0.1080 -0.021
H -0.1919 1.2359 -2.2475 0.128
H 0.8287 0.5114 -0.5666 0.131
H 0.2372 1.5009 1.6109 0.092
H -0.7833 2.8155 0.9068 0.104
C -0.0331 -1.9199 -0.3783 -0.060
C 0.4874 -2.0690 0.8207 -0.043
H -0.7274 -1.1968 -0.5403 0.005
H 0.3257 -2.6016 -1.0903 0.041
H 1.2816 -2.7629 1.1112 0.064
H 0.0634 -1.4123 1.4918 0.019
```

**SMILES**: O[C@H]1CO1.C=C
**E_LUMO**: 0.94 eV
**Energy relative to the best compared isomer or geometry (same formula, charge and spin)**: 3.708 eV

=====

This record from the Open Molecules 2025 dataset describes an isolated molecule of C4H9NO at a distorted geometry. The level of theory is the ωB97M-V functional and the def2-TZVPD basis.

```
15
Properties=species:S:1:pos:R:3:lowdin_charge:R:1
C -0.3486 -1.4004 0.1649 -0.056
C 0.3776 -0.1119 0.1935 -0.282
C 2.0079 -0.1552 -0.2313 -0.033
C 0.1022 1.1427 0.3901 -0.043
O -1.3745 1.3480 0.8552 -0.251
N -2.3209 1.2980 -0.2198 -0.006
H 0.2145 -2.1704 0.7006 0.086
H -0.4887 -1.7367 -0.8667 0.092
H -1.3210 -1.3233 0.6579 0.075
H 2.0748 -0.6005 -1.2251 0.060
H 2.5249 0.8061 -0.2386 0.059
H 2.4867 -0.8008 0.5077 0.060
H 0.6214 2.0792 0.4927 0.112
H -1.7792 1.2323 -1.0824 0.068
H -2.7771 0.3932 -0.0989 0.061
```

**SMILES**: CC(C)=CON
**E_LUMO**: 0.87 eV
**Energy relative to the best compared isomer or geometry (same formula, charge and spin)**: 4.399 eV

=====

This record from the Open Molecules 2025 dataset describes an isolated molecule of C4H9NO2 at a distorted geometry. The level of theory is the ωB97M-V functional and the def2-TZVPD basis.

```
16
Properties=species:S:1:pos:R:3:lowdin_charge:R:1
C 0.4272 -1.7000 -1.2863 -0.066
C -0.3026 -0.9982 -0.1386 -0.394
O -1.7610 -1.0199 -0.3883 -0.103
C 0.2705 0.4720 -0.1026 -0.124
N -0.3449 1.2768 1.0080 -0.003
C 0.3573 2.2475 1.5810 -0.441
O 1.5301 2.2403 1.7619 0.037
H 0.2505 -1.4240 -2.2765 0.061
H 1.4917 -1.6010 -1.0949 0.083
H 0.1411 -2.7336 -1.0373 0.093
H -0.1926 -1.5039 0.8744 0.163
H -1.7218 -1.0462 -1.4286 0.131
H 0.1400 1.1548 -1.0343 0.159
H 1.2976 0.4077 0.3271 0.121
H -1.3907 1.1834 1.1914 0.167
H -0.1925 3.0443 2.0436 0.116
```

**SMILES**: C[C@H](O)CNC=O
**E_LUMO**: 0.81 eV
**Energy relative to the best compared isomer or geometry (same formula, charge and spin)**: 2.180 eV

=====

This record from the Open Molecules 2025 dataset describes a structure of composition C4H5NO. The level of theory is the ωB97M-V functional and the def2-TZVPD basis.

```
11
Properties=species:S:1:pos:R:3:lowdin_charge:R:1
C -0.8806 0.1042 -0.0884 -0.192
C -0.4366 -0.6412 -1.3311 -0.266
O 0.6521 -1.1413 -1.4627 0.050
C 1.4299 1.0042 0.4568 0.035
N 0.9706 0.6667 1.6324 -0.005
C -0.0073 -0.1019 1.1121 -0.164
H -0.8938 1.1702 -0.3528 0.121
H -1.9044 -0.2192 0.1506 0.116
H -1.1923 -0.6961 -2.1408 0.122
H 2.5210 0.8505 0.3958 0.059
H -0.2135 -1.0047 1.6949 0.123
```

**E_LUMO**: 0.37 eV
**Energy relative to the best compared isomer or geometry (same formula, charge and spin)**: 4.746 eV

=====

This record from the Open Molecules 2025 dataset describes the ion C4H5N2OS with charge -1 at a distorted geometry. The level of theory is the ωB97M-V functional and the def2-TZVPD basis.

```
13
Properties=species:S:1:pos:R:3:lowdin_charge:R:1
C -0.8411 1.5149 0.4136 -0.296
C 0.3450 -0.3175 -0.5361 -0.153
C -2.8738 0.2519 -0.0578 -0.778
C 1.6913 -1.0047 -0.6860 -0.294
N -2.0618 1.0962 0.2225 -0.027
N 0.3249 0.7179 0.2408 -0.079
O 1.8935 -1.7019 0.6176 -0.160
S -4.2898 -0.5588 0.0969 0.359
H -0.5658 2.4869 0.5203 0.026
H 1.5996 -1.7963 -1.4819 0.084
H 2.5240 -0.3269 -1.0153 0.090
H 1.2102 1.2536 0.5471 0.158
H 1.0437 -1.6153 1.1183 0.070
```

**Charge**: -1
**E_LUMO**: 3.69 eV
**Energy relative to the best compared isomer or geometry (same formula, charge and spin)**: 4.693 eV

=====

This record from the Open Molecules 2025 dataset describes a structure of composition C5H10BNO at a distorted geometry. The level of theory is the ωB97M-V functional and the def2-TZVPD basis.

```
18
Properties=species:S:1:pos:R:3:lowdin_charge:R:1
B -0.4012 -1.6624 -1.0759 -0.063
C -0.7525 0.6234 -0.4355 -0.112
C -0.7446 0.1927 0.9930 -0.201
C 0.6629 1.1650 -0.7971 -0.115
C 0.4223 -0.7461 1.0725 -0.249
C 1.6714 0.4831 0.2083 -0.518
N 0.2455 -1.7386 0.1134 0.042
O 2.6613 -0.1059 -0.2324 -0.104
H -0.2764 -2.4992 -1.9333 0.078
H -1.0396 -0.5086 -1.0353 0.082
H -1.7308 1.1081 -0.6507 0.140
H -0.5409 1.1344 1.6306 0.159
H -1.8295 -0.2733 1.1865 0.155
H 1.1069 0.9960 -1.8193 0.130
H 0.8062 2.2756 -0.6283 0.132
H 0.9966 -1.1330 1.9699 0.156
H 1.7007 1.2076 1.1275 0.126
H 0.7825 -2.6046 0.3070 0.164
```

**E_LUMO (alpha / beta)**: -0.69 / -0.69 eV
**Energy relative to the best compared isomer or geometry (same formula, charge and spin)**: 6.020 eV

=====

This record from the Open Molecules 2025 dataset describes an isolated molecule of C3H3FO3 at a distorted geometry. The level of theory is the ωB97M-V functional and the def2-TZVPD basis.

```
10
Properties=species:S:1:pos:R:3:lowdin_charge:R:1
C 1.5687 -0.3502 -0.6413 0.101
C 0.9608 0.5117 0.1128 -0.386
F 1.5275 1.6044 0.5803 0.125
O -0.3920 0.5210 0.5458 0.060
C -1.4271 -0.4253 0.1470 -0.563
O -1.2882 -1.3140 -0.5848 0.205
O -2.5250 0.0333 0.6791 0.182
H 2.6032 -0.1971 -0.8626 0.072
H 1.2507 -1.1675 -1.2209 0.060
H -2.2787 0.7837 1.2446 0.144
```

**SMILES**: C=C(F)OC(=O)O
**E_LUMO**: 0.52 eV
**Energy relative to the best compared isomer or geometry (same formula, charge and spin)**: 0.522 eV